1.
DFT (ωB97M-V with the def2-TZVPD basis set) results for a cluster of 13 separate species, C13H52N12O13 in total.

Largest force on an atom ... 9.560 eV/Å
Spin multiplicity ... 1
Relative energy (zero: lowest compared OMol25 entry of this formula, charge and spin) ... 9.036 eV
LUMO energy ... -0.7 eV
Highest occupied orbital energy ... -8.4 eV
Calculated total energy ... -2161.50947 hartree

Last column: Löwdin charge in e.
Atoms and positions in Å:
C -10.46 -2.66 4.42  -0.60
O -10.35 -2.20 5.72  -0.13
N -11.20 -2.11 3.48  0.17
N -9.88 -3.76 4.04  0.16
H -11.64 -1.23 3.68  0.06
H -11.14 -2.49 2.53  0.04
H -9.26 -4.32 4.67  0.15
H -9.75 -3.92 3.07  0.07
C -10.17 3.94 2.98  -0.56
O -11.50 4.38 2.65  -0.15
N -9.89 3.39 4.13  0.19
N -9.14 4.24 2.27  0.18
H -10.64 3.21 4.85  0.17
H -8.99 3.22 4.34  0.06
H -9.30 4.70 1.35  0.16
H -8.21 4.20 2.67  0.13
C -10.57 -1.85 -2.61  -0.59
O -10.65 -0.87 -3.61  -0.15
N -9.68 -2.76 -2.56  0.17
N -11.43 -1.89 -1.62  0.18
H -8.94 -2.78 -3.30  0.15
H -9.51 -3.42 -1.74  0.10
H -12.39 -1.50 -1.59  0.11
H -11.14 -2.41 -0.73  0.07
C -13.08 1.62 -2.77  -0.59
O -14.12 2.56 -2.92  -0.15
N -12.57 1.35 -1.61  0.11
N -12.52 1.04 -3.80  0.18
H -12.77 2.01 -0.83  0.08
H -11.80 0.68 -1.48  0.10
H -12.98 0.91 -4.68  0.12
H -11.73 0.40 -3.73  0.03
C -6.11 2.67 -0.47  -0.60
O -5.14 2.08 0.40  -0.19
N -7.33 2.76 -0.07  0.18
N -5.84 2.88 -1.73  0.17
H -7.46 2.69 0.92  0.09
H -8.12 2.86 -0.65  0.05
H -4.95 2.60 -2.14  0.13
H -6.49 3.18 -2.42  0.10
C -9.62 -3.20 0.63  -0.61
O -8.48 -2.53 1.08  -0.07
N -10.86 -2.81 0.92  0.09
N -9.58 -4.28 -0.09  0.14
H -10.95 -1.78 1.08  0.10
H -11.60 -3.52 0.90  0.16
H -8.63 -4.65 -0.26  0.16
H -10.46 -4.78 -0.37  0.17
C -9.82 0.35 1.40  -0.11
O -11.11 0.20 0.74  -0.14
H -9.04 0.01 0.73  0.07
H -9.86 -0.29 2.29  0.04
H -9.53 1.38 1.75  0.09
H -11.73 0.39 1.45  0.02
C -13.74 2.81 0.94  -0.15
O -12.49 3.16 0.43  -0.14
H -14.56 3.29 0.44  0.09
H -13.80 3.30 1.93  0.09
H -13.85 1.74 1.04  0.06
H -12.08 3.73 1.06  0.02
C -14.60 -1.13 0.40  -0.16
O -14.45 -0.76 -0.95  -0.12
H -15.14 -2.07 0.64  0.09
H -15.11 -0.34 0.82  0.05
H -13.59 -1.26 0.89  0.07
H -13.82 -0.02 -0.88  0.03
C -8.24 0.22 4.49  -0.19
O -7.48 -0.61 5.33  -0.13
H -7.83 1.25 4.51  0.07
H -9.28 0.21 4.93  0.09
H -8.07 -0.24 3.54  0.06
H -6.60 -0.16 5.31  0.10
C -9.38 1.67 -2.10  -0.15
O -10.12 2.54 -1.24  -0.15
H -9.54 0.59 -1.88  0.06
H -8.32 1.96 -2.24  0.06
H -9.80 1.77 -3.09  0.08
H -11.10 2.35 -1.32  0.04
C -12.13 1.28 3.60  -0.12
O -12.76 0.08 3.14  -0.17
H -12.02 1.84 2.63  0.07
H -11.19 1.08 4.14  0.07
H -12.84 1.78 4.28  0.11
H -13.68 0.07 3.36  0.10
C -7.24 -0.78 -2.16  -0.20
O -6.44 -1.90 -2.24  -0.11
H -7.69 -0.57 -3.17  0.11
H -6.74 0.07 -1.77  0.06
H -7.92 -1.02 -1.38  0.04
H -6.11 -2.24 -1.40  0.08

=====

2.
DFT (ωB97M-V with the def2-TZVPD basis set) results for a structure of composition C13H52N26O13Ti.

<S²> ... 3.75
Largest force on an atom ... 11.443 eV/Å
Spin multiplicity ... 4
LUMO energy (spin up / spin down) ... -2.5 / -2.6 eV
Highest occupied orbital energy (spin up / spin down) ... -6.2 / -10.6 eV
Calculated total energy ... -3777.88674 hartree
Charge ... +1

Last column: Mulliken spin population.
Atoms and positions in Å:
Ti 0.19 -0.89 0.28  2.54
C -0.93 -5.42 2.47  0.00
O -2.18 -5.42 2.40  0.00
N -0.23 -6.54 2.48  0.00
N -0.12 -4.40 2.42  0.00
H 0.59 -6.53 3.07  0.00
H -0.67 -7.45 2.44  0.00
H 0.80 -4.68 2.13  0.00
H -0.59 -3.53 2.19  0.03
C -0.58 -0.37 -3.07  0.00
O -0.86 -0.09 -1.92  0.02
N -0.98 0.56 -3.99  0.00
N 0.07 -1.37 -3.59  0.01
H -1.01 0.43 -4.99  0.00
H -1.28 1.50 -3.74  0.00
H 0.80 -1.91 -3.15  0.04
H 0.21 -1.20 -4.57  -0.01
C -0.16 4.31 -3.17  0.00
O -1.16 4.49 -3.88  0.00
N -0.02 3.24 -2.42  0.00
N 1.00 5.02 -3.30  0.00
H -0.91 2.78 -2.37  0.00
H 0.73 3.15 -1.75  0.00
H 1.73 5.11 -2.61  0.00
H 0.74 5.83 -3.85  0.00
C 4.53 2.04 1.70  0.00
O 5.69 1.93 1.35  0.00
N 4.10 3.15 2.26  0.00
N 3.65 1.08 1.57  0.00
H 4.65 3.94 2.55  0.00
H 3.09 3.23 2.34  0.00
H 4.00 0.24 1.13  0.00
H 2.67 1.32 1.67  0.02
C -1.79 -3.37 -0.59  0.07
O -0.82 -2.89 -0.15  -0.04
N -1.82 -4.14 -1.65  0.00
N -2.98 -3.35 -0.02  0.01
H -0.91 -4.30 -2.04  0.00
H -2.69 -4.53 -1.99  0.00
H -2.97 -2.91 0.89  0.00
H -3.82 -3.84 -0.29  0.00
C -4.95 -1.43 -1.74  0.00
O -6.02 -1.97 -1.78  0.00
N -3.89 -1.86 -2.39  0.00
N -4.72 -0.42 -1.04  0.00
H -3.98 -2.71 -2.92  0.00
H -3.02 -1.37 -2.22  0.01
H -3.77 -0.20 -0.78  0.01
H -5.50 -0.06 -0.52  0.00
C 3.02 2.31 -2.83  0.02
O 2.51 1.69 -1.89  0.01
N 3.74 3.41 -2.65  0.00
N 2.91 1.94 -4.06  0.00
H 4.15 3.77 -3.50  0.00
H 3.80 4.00 -1.83  0.00
H 3.55 2.18 -4.80  0.00
H 2.42 1.08 -4.24  0.00
C -3.27 2.39 -0.61  0.00
O -3.40 1.62 0.26  0.00
N -3.66 3.64 -0.72  0.00
N -2.47 2.13 -1.63  0.00
H -3.67 4.10 -1.61  0.00
H -4.27 3.92 0.04  0.00
H -2.58 2.71 -2.45  0.00
H -1.97 1.25 -1.58  0.03
C 2.98 -1.99 -1.32  0.07
O 2.61 -1.34 -0.36  0.04
N 3.21 -3.27 -1.47  -0.01
N 3.23 -1.43 -2.46  0.02
H 3.78 -3.40 -2.29  0.00
H 3.16 -3.90 -0.68  0.00
H 3.02 -0.44 -2.51  -0.01
H 3.69 -1.82 -3.27  0.00
C -2.55 -1.46 2.55  0.03
O -3.73 -1.72 2.21  0.00
N -1.92 -0.53 1.92  0.14
N -1.90 -2.12 3.42  0.01
H -2.65 -0.01 1.45  0.00
H -1.15 -0.04 2.34  -0.06
H -2.50 -2.64 4.04  0.00
H -0.93 -1.87 3.57  0.00
C -1.43 1.57 4.28  0.00
O -2.40 1.00 4.75  0.00
N -1.48 2.86 4.09  0.00
N -0.39 1.02 4.02  0.00
H -2.38 3.30 4.15  0.00
H -0.67 3.45 4.05  0.00
H -0.27 0.06 4.29  0.00
H 0.37 1.64 3.80  0.00
C 0.69 2.69 0.74  0.05
O 0.79 1.46 0.72  -0.10
N 1.61 3.47 0.37  0.00
N -0.24 3.36 1.29  0.00
H 2.35 3.12 -0.23  0.00
H 1.80 4.24 0.99  0.00
H -0.88 2.81 1.84  0.00
H -0.56 4.24 0.92  0.00
C 2.08 -2.12 2.78  0.00
O 1.08 -1.38 2.38  0.01
N 3.04 -2.70 2.07  0.02
N 2.32 -2.26 4.06  0.01
H 3.83 -3.16 2.48  0.00
H 3.02 -2.35 1.12  0.01
H 2.85 -3.01 4.50  0.00
H 1.77 -1.68 4.67  0.00